1.
The following is a quantum chemistry calculation of a cluster of 2 separate species, C8H8N4O4 in total, from OMol25.

```
24
Properties=species:S:1:pos:R:3:forces:R:3
C 3.05937 -1.04619 -0.43227 -2.5 -3.3 -1.0
C 4.23814 -0.19648 -0.31835 -0.9 -1.2 -0.4
C 3.92731 0.93810 0.34331 4.2 2.5 0.6
C 1.60732 0.75908 0.22412 -3.3 0.9 1.3
C -2.20202 -1.07980 1.12625 -4.1 5.6 -8.1
C -3.18834 -1.58504 0.10331 -0.9 -2.8 -0.3
C -3.66357 -0.85243 -0.93246 1.4 1.3 2.8
C -2.60298 1.21235 -0.19433 1.8 -1.2 2.0
H 0.94206 -1.19717 -0.10007 1.8 1.2 -0.2
H 5.15743 -0.68060 -0.82143 -1.3 1.5 1.6
H 4.74499 1.66949 0.69105 -1.1 -1.3 -0.9
H 2.53910 2.39372 0.73387 0.0 2.1 0.4
H -0.99000 0.72411 1.03237 -2.2 -0.7 -0.3
H -3.61503 -2.66689 0.09051 1.1 2.0 0.5
H -4.44716 -1.21810 -1.50885 -0.9 -0.6 -1.3
H -4.04505 1.08408 -1.57132 0.4 -0.3 -0.2
N 1.79073 -0.55999 -0.04272 -0.4 1.1 0.3
N 2.70955 1.44094 0.69679 0.0 -3.4 -1.3
N -1.94493 0.31903 0.73464 1.2 1.1 0.0
N -3.36577 0.49708 -1.09167 -1.1 0.5 -0.5
O 2.92666 -2.20374 -0.83454 2.0 0.7 0.0
O 0.50662 1.34080 0.22021 1.9 -0.9 -0.2
O -1.65250 -1.50860 2.01104 3.4 -3.8 5.8
O -2.43193 2.41627 -0.15946 -0.5 -1.2 -0.5
```
Positions in Å, forces in eV/Å.

Properties
SMILES: O=c1cc[nH]c(=O)[nH]1.O=c1cc[nH]c(=O)[nH]1
LUMO level: 0.24 eV
energy relative to the best compared isomer or geometry (same formula, charge and spin): 2.904 eV

These are the Löwdin partial charges, in e, on atoms 1 to 6:
1 C -0.441
2 C 0.017
3 C -0.093
4 C -0.464
5 C -0.502
6 C 0.005


2.
The following is a quantum chemistry calculation of an isolated molecule of C8H8N4S, from OMol25.

```
21
Properties=species:S:1:pos:R:3:forces:R:3
C -3.33411 -1.42084 -3.18660 1.3 -1.6 -0.1
C -2.16281 -1.25279 -2.19684 -0.8 0.2 -0.7
C -2.34646 -0.54378 -1.01195 1.5 -0.4 -0.2
C -1.29719 -0.38103 -0.11392 -0.1 0.2 -0.5
C -0.01957 -0.87061 -0.42862 -0.6 0.4 0.5
C 1.41138 0.35287 1.23218 -1.5 -0.4 -1.4
C 0.18458 -1.54766 -1.61030 -1.9 0.2 -0.3
C -0.89188 -1.75005 -2.47587 0.1 0.1 0.5
H -4.27488 -1.49919 -2.66070 -0.2 -0.1 0.2
H -3.15069 -2.38106 -3.77855 -0.5 1.3 0.7
H -3.42496 -0.60139 -3.88766 0.2 0.2 -0.2
H -3.25814 -0.06109 -0.77378 -1.0 0.1 0.1
H -1.55065 0.20044 0.76178 0.5 -0.2 0.3
H 1.80042 -1.45793 0.44243 -0.7 0.6 -0.2
H 1.13250 -1.91504 -1.86309 1.2 -0.4 -0.3
H -0.71119 -2.31059 -3.37185 -0.1 -0.1 -0.4
N 1.07021 -0.73295 0.42947 1.8 0.7 1.8
N 2.50900 0.39095 1.93860 -0.1 -1.3 -0.5
N 2.63898 1.51618 2.58743 0.0 1.9 0.7
N 1.74170 2.41313 2.43350 0.2 -0.8 -0.1
S 0.52841 1.83738 1.38500 0.6 -0.5 0.1
```
Positions in Å, forces in eV/Å.

Properties
SMILES: Cc1ccc(Nc2nnns2)cc1
LUMO level: 0.42 eV
energy relative to the best compared isomer or geometry (same formula, charge and spin): 0.997 eV

These are the Löwdin partial charges, in e, on atoms 1 to 6:
1 C -0.046
2 C -0.261
3 C -0.041
4 C -0.040
5 C -0.276
6 C -0.609


3.
The following is a quantum chemistry calculation of the ion C8H8NO with charge +1, from OMol25.

```
18
Properties=species:S:1:pos:R:3:forces:R:3
C 2.32442 0.59859 -0.03276 2.6 1.4 0.0
C 2.38893 -0.81019 0.01207 -3.5 2.6 -0.5
C 1.15322 1.25814 0.05344 -1.1 -3.0 0.4
C 1.21156 -1.51077 -0.05936 0.4 -0.9 0.6
C -0.08870 0.56864 0.21219 -1.0 -1.2 -1.8
C -0.09026 -0.88816 0.02971 2.9 0.9 0.2
C -1.78129 2.31806 -0.26454 -1.6 1.3 -1.2
C -2.23022 -1.99941 0.26032 -0.5 -2.4 -0.8
N -1.05492 1.52942 0.34371 0.6 -2.0 1.2
O -1.03490 -1.93099 -0.08972 -0.7 1.5 0.8
H 3.27676 1.26745 -0.12239 -1.7 -1.6 0.2
H 3.29870 -1.22080 -0.06495 3.0 -1.9 -0.1
H 0.96245 2.26638 0.03811 0.6 2.3 0.0
H 1.40312 -2.62233 -0.07609 -1.1 1.2 -0.1
H -1.96590 3.23496 0.33259 -0.8 -0.4 -0.7
H -2.25378 2.21276 -1.31844 1.1 0.1 1.4
H -2.64715 -3.03457 0.07848 0.3 1.3 0.2
H -2.87204 -1.23717 0.66763 0.3 0.7 0.2
```
Positions in Å, forces in eV/Å.

Properties
charge: +1
LUMO level (alpha / beta): -5.92 / -5.92 eV
energy relative to the best compared isomer or geometry (same formula, charge and spin): 2.639 eV

These are the Löwdin partial charges, in e, on atoms 1 to 6:
1 C -0.035
2 C -0.052
3 C -0.020
4 C 0.008
5 C -0.135
6 C -0.090


4.
The following is a quantum chemistry calculation of a cluster of 2 separate species, C8H8NO7S in total, from OMol25.

```
25
Properties=species:S:1:pos:R:3:forces:R:3
N -2.21521 4.14292 -2.81860 -0.2 0.2 0.0
C -1.25509 3.49648 -3.33048 0.0 -0.1 0.0
C -1.18373 2.01398 -3.25781 -0.1 0.4 0.0
S -0.16861 1.49768 -1.82965 0.4 0.3 0.2
O 0.74422 0.52258 -2.41188 0.1 -0.2 0.1
O -1.11357 0.93287 -0.87952 -0.1 -0.2 0.0
O 0.48784 2.71579 -1.35665 -0.2 -0.3 -0.3
H -2.04516 5.14077 -2.92739 -0.1 0.1 0.0
H -0.42887 3.98869 -3.84183 0.2 0.1 0.1
H -2.18774 1.62434 -3.15318 -0.1 -0.2 0.2
H -0.69720 1.60203 -4.13205 0.1 -0.1 -0.2
C 0.19850 -1.47517 0.86438 0.0 0.2 -0.1
C 0.25536 -2.79324 1.08507 0.0 0.1 -0.1
C 0.76893 -3.37864 2.36925 0.1 0.1 0.3
O 0.76717 -4.59619 2.48045 0.0 0.0 -0.1
C 1.24140 -2.48103 3.40660 0.0 -0.2 0.1
C 1.19067 -1.15986 3.19387 0.1 -0.1 0.2
C 0.65351 -0.56883 1.91195 -0.2 -0.2 -0.5
O 0.63935 0.64052 1.84251 0.1 0.1 0.2
O 1.59245 -0.24820 4.06805 0.0 0.0 0.1
O -0.13585 -3.71237 0.19724 0.0 0.0 0.0
H -0.16916 -1.03003 -0.05624 0.0 0.0 0.0
H 1.62047 -2.91340 4.32208 0.0 0.0 0.0
H 1.42478 0.61145 3.62589 0.0 0.0 -0.1
H 0.01553 -4.57316 0.62792 0.0 0.0 0.0
```
Positions in Å, forces in eV/Å.

Properties
charge: -1
LUMO level: 1.31 eV
energy relative to the best compared isomer or geometry (same formula, charge and spin): 0.000 eV

These are the Löwdin partial charges, in e, on atoms 1 to 6:
1 N 0.081
2 C -0.318
3 C -0.237
4 S 0.381
5 O -0.393
6 O -0.379


5.
The following is a quantum chemistry calculation of the ion C8H8NOS with charge -1, from OMol25.

```
19
Properties=species:S:1:pos:R:3:forces:R:3
C -2.47281 0.58246 -0.19913 0.3 1.2 0.5
C -2.92618 -0.61980 -0.22676 -0.2 -0.2 0.1
C -1.51871 -0.21654 1.77317 0.2 1.2 0.0
C -2.04127 0.96281 1.23225 -0.5 -0.4 0.9
C 1.08304 -1.84499 0.28492 3.7 1.1 2.9
C 1.01280 -0.36603 0.09517 -1.6 1.3 -1.2
C 0.70955 -0.91450 1.47096 -2.1 -0.5 -2.7
C -2.21893 1.58927 -1.30755 -0.8 -2.6 -0.2
N -0.63536 -1.04923 2.00992 -0.2 -0.5 -0.4
O -2.47021 2.00678 1.80940 0.7 -0.5 -0.7
S -3.37564 -2.12745 -0.16467 -0.3 -0.7 -0.3
H 0.35506 -2.42011 -0.16382 -1.8 -0.9 -0.5
H 2.03568 -2.39492 0.41056 -0.4 0.5 -0.4
H 1.79694 0.40892 -0.01164 -0.1 -1.1 0.1
H 0.13305 -0.08770 -0.52108 0.5 -0.1 0.5
H 1.32592 -0.39866 2.10934 2.1 -0.2 1.9
H -1.15304 1.35876 -1.58649 -1.1 0.6 -0.6
H -2.31497 2.58206 -0.90883 -0.2 0.5 0.0
H -3.06235 1.27620 -2.03514 1.9 1.2 0.3
```
Positions in Å, forces in eV/Å.

Properties
charge: -1
LUMO level (alpha / beta): 3.40 / 3.40 eV
energy relative to the best compared isomer or geometry (same formula, charge and spin): 2.466 eV

These are the Löwdin partial charges, in e, on atoms 1 to 6:
1 C -0.361
2 C -0.699
3 C -0.089
4 C -0.456
5 C -0.095
6 C -0.144


6.
The following is a quantum chemistry calculation of a cluster of 2 separate species, C8H8O2PS2 in total, from OMol25.

```
21
Properties=species:S:1:pos:R:3:forces:R:3
C 3.62318 0.84707 -0.43450 -0.6 -0.4 -0.4
C 3.04655 -0.10347 -1.27606 -0.1 -0.6 -0.1
C 2.99396 1.23274 0.73748 -1.2 -1.7 -1.7
C 1.79435 -0.61062 -0.98453 -0.8 0.6 -0.9
C 1.77427 0.65572 1.03946 -1.0 -0.5 1.5
C 1.12636 -0.25587 0.17889 0.4 0.0 0.6
C -5.75964 0.31504 -0.19594 -0.4 -0.5 -0.2
C -4.97803 1.17081 -0.80781 2.1 -0.2 -2.2
O -6.53583 -0.43244 0.25276 0.5 0.6 -0.1
O -1.10951 -0.27712 1.75823 1.1 -0.9 -0.9
P -0.49149 -1.05325 0.60214 -0.9 1.8 1.8
S -1.59843 -1.23763 -0.99262 0.1 -0.5 -0.5
S 0.12216 -3.00525 1.35586 0.5 0.5 0.2
H 4.44464 1.40142 -0.76882 1.6 0.4 -0.3
H 3.47097 -0.60215 -2.16347 0.4 1.1 0.3
H 3.37950 1.95121 1.37097 0.9 1.4 1.1
H 1.25131 -1.05823 -1.83715 0.2 -0.5 1.0
H 1.34382 0.91013 2.04228 0.0 -0.3 -1.2
H -4.18606 1.75202 -0.27941 -1.0 -0.6 -0.3
H -4.65240 0.87709 -1.93162 -1.1 0.6 2.8
H 0.94032 -2.47723 2.33385 -0.6 -0.3 -0.6
```
Positions in Å, forces in eV/Å.

Properties
charge: -1
LUMO level: 3.18 eV
energy relative to the best compared isomer or geometry (same formula, charge and spin): 0.000 eV

These are the Löwdin partial charges, in e, on atoms 1 to 6:
1 C -0.107
2 C -0.103
3 C -0.106
4 C -0.143
5 C -0.089
6 C -0.360


Sequential maximum force output: 10.65 2.63 4.39 0.55 4.80 3.11 eV Å⁻¹